{"formula": "C21H19N5O5", "method": "ωB97M-V/def2-TZVPD", "species": ["C", "C", "O", "C", "C", "C", "C", "C", "C", "O", "C", "C", "C", "C", "C", "C", "C", "C", "O", "O", "C", "N", "C", "N", "N", "N", "N", "C", "C", "C", "O", "H", "H", "H", "H", "H", "H", "H", "H", "H", "H", "H", "H", "H", "H", "H", "H", "H", "H", "H"], "positions_angstrom": [[-4.627, -0.362, -1.316], [-4.249, -0.554, 0.150], [-4.021, 0.669, 0.819], [-2.824, 1.318, 0.653], [-1.758, 0.885, -0.110], [-0.582, 1.629, -0.159], [0.591, 1.061, -0.934], [1.430, 0.225, 0.012], [0.687, -0.892, 0.691], [0.306, -0.771, 1.832], [0.359, -2.054, -0.159], [1.009, -2.289, -1.369], [0.662, -3.384, -2.138], [-0.337, -4.245, -1.713], [-0.984, -4.022, -0.507], [-0.633, -2.935, 0.270], [2.681, 0.565, 0.367], [3.445, -0.317, 1.286], [3.138, -1.455, 1.528], [4.526, 0.296, 1.779], [5.317, -0.472, 2.679], [3.328, 1.679, -0.144], [2.698, 2.397, -1.103], [3.121, 3.409, -1.827], [2.113, 3.700, -2.648], [1.120, 2.943, -2.474], [1.435, 2.084, -1.492], [-0.477, 2.808, 0.553], [-1.549, 3.263, 1.302], [-2.719, 2.530, 1.365], [-3.760, 2.972, 2.111], [-3.827, 0.132, -1.862], [-5.521, 0.252, -1.390], [-4.823, -1.328, -1.771], [-5.085, -1.007, 0.692], [-3.377, -1.212, 0.248], [-1.812, -0.038, -0.667], [0.206, 0.438, -1.756], [1.799, -1.627, -1.692], [1.171, -3.568, -3.072], [-0.608, -5.096, -2.320], [-1.756, -4.699, -0.174], [-1.115, -2.742, 1.218], [4.710, -0.802, 3.523], [6.117, 0.183, 3.012], [5.721, -1.349, 2.171], [4.279, 1.886, 0.110], [0.434, 3.387, 0.528], [-1.488, 4.186, 1.857], [-4.473, 2.321, 2.042]], "mulliken_charge": [-1.08, -0.13, -0.54, 1.17, -0.14, -0.40, 0.37, -0.23, -0.36, -0.64, 0.40, -0.27, -0.89, -0.36, -0.83, -0.22, 1.19, 0.31, -0.58, -0.36, -0.68, -0.11, 0.50, -0.52, -0.59, -0.77, 0.82, -0.61, -1.12, 0.27, -0.65, 0.27, 0.33, 0.39, 0.39, 0.06, 0.54, 0.59, 0.42, 0.41, 0.41, 0.44, 0.53, 0.30, 0.24, 0.31, 0.26, 0.39, 0.41, 0.35], "smiles": "CCOc1cc([C@@H]2C(C(=O)c3ccccc3)=C(C(=O)OC)Nc3nnnn32)ccc1O", "total_energy_ev": -39772.1118, "charge": 0, "homo_ha": -0.303, "mol_weight_g_mol": 421.413, "de_lowest_kj_mol": 9.6}

{"formula": "C21H19NO4", "method": "ωB97M-V/def2-TZVPD", "species": ["C", "C", "C", "C", "C", "C", "C", "C", "C", "C", "C", "C", "O", "O", "N", "C", "C", "C", "C", "C", "O", "O", "C", "C", "C", "C", "H", "H", "H", "H", "H", "H", "H", "H", "H", "H", "H", "H", "H", "H", "H", "H", "H", "H", "H"], "positions_angstrom": [[2.730, -4.663, 2.174], [1.906, -3.832, 1.239], [2.173, -2.478, 1.075], [1.429, -1.701, 0.210], [0.379, -2.256, -0.521], [-0.441, -1.484, -1.442], [-0.987, -1.887, -2.641], [-1.723, -0.809, -3.157], [-1.618, 0.232, -2.268], [-2.320, 1.548, -2.290], [-1.422, 2.745, -2.648], [-1.180, 3.649, -1.465], [-1.877, 3.732, -0.490], [-0.088, 4.406, -1.634], [-0.820, -0.178, -1.233], [-0.514, 0.592, -0.094], [0.440, 1.603, -0.173], [0.739, 2.361, 0.940], [0.085, 2.113, 2.144], [0.368, 2.912, 3.355], [-0.085, 2.687, 4.449], [1.199, 3.945, 3.131], [-0.857, 1.090, 2.225], [-1.155, 0.331, 1.113], [0.120, -3.619, -0.366], [0.872, -4.390, 0.497], [2.239, -5.610, 2.389], [3.702, -4.876, 1.729], [2.900, -4.134, 3.110], [2.981, -2.026, 1.633], [1.682, -0.659, 0.092], [-0.851, -2.844, -3.103], [-2.279, -0.797, -4.074], [-2.764, 1.747, -1.309], [-3.131, 1.469, -3.014], [-0.464, 2.429, -3.062], [-1.906, 3.368, -3.404], [0.031, 5.001, -0.876], [0.956, 1.775, -1.106], [1.483, 3.140, 0.887], [1.342, 4.429, 3.960], [-1.348, 0.912, 3.169], [-1.882, -0.465, 1.164], [-0.690, -4.067, -0.921], [0.648, -5.442, 0.604]], "mulliken_charge": [-1.40, 1.05, -0.70, -0.35, 0.45, 0.09, -0.73, -1.07, 0.46, -1.18, -0.44, 0.42, -0.58, -0.48, 0.73, -0.79, -0.16, -0.89, 0.37, 0.38, -0.59, -0.45, -0.76, -0.14, -0.81, -0.81, 0.36, 0.28, 0.35, 0.39, 0.43, 0.58, 0.50, 0.42, 0.45, 0.42, 0.37, 0.40, 0.68, 0.56, 0.36, 0.45, 0.59, 0.46, 0.33], "smiles": "Cc1ccc(-c2ccc(CCC(=O)O)n2-c2ccc(C(=O)O)cc2)cc1", "total_energy_ev": -31767.0382, "charge": 0, "homo_ha": -0.278, "mol_weight_g_mol": 349.386, "de_lowest_kj_mol": 0.0}

{"formula": "C21H19NO4S", "method": "ωB97M-V/def2-TZVPD", "species": ["C", "N", "C", "C", "O", "C", "C", "C", "C", "C", "C", "S", "O", "O", "C", "C", "C", "C", "O", "C", "C", "C", "C", "C", "C", "C", "C", "H", "H", "H", "H", "H", "H", "H", "H", "H", "H", "H", "H", "H", "H", "H", "H", "H", "H", "H"], "positions_angstrom": [[3.593, -0.555, 2.414], [3.139, -1.687, 1.646], [3.525, -1.767, 0.260], [2.544, -1.101, -0.711], [2.284, 0.215, -0.268], [1.272, 0.917, -0.857], [0.538, 0.485, -1.955], [-0.479, 1.281, -2.457], [-0.771, 2.504, -1.884], [-0.030, 2.939, -0.796], [0.983, 2.156, -0.285], [1.680, -2.354, 2.088], [1.731, -2.545, 3.507], [1.477, -3.491, 1.237], [0.381, -1.155, 1.752], [0.292, -0.017, 2.544], [-0.677, 0.940, 2.301], [-1.545, 0.714, 1.245], [-2.542, 1.534, 0.834], [-3.130, 0.921, -0.231], [-4.183, 1.409, -0.983], [-4.624, 0.627, -2.036], [-4.036, -0.602, -2.327], [-2.986, -1.089, -1.574], [-2.526, -0.320, -0.514], [-1.477, -0.457, 0.459], [-0.501, -1.407, 0.724], [3.267, -0.722, 3.438], [4.683, -0.521, 2.393], [3.196, 0.392, 2.036], [4.513, -1.313, 0.163], [3.584, -2.826, -0.004], [1.618, -1.686, -0.731], [2.982, -1.088, -1.719], [0.745, -0.463, -2.425], [-1.050, 0.932, -3.305], [-1.569, 3.112, -2.280], [-0.248, 3.894, -0.340], [1.567, 2.480, 0.562], [0.978, 0.097, 3.366], [-0.758, 1.830, 2.903], [-4.634, 2.361, -0.753], [-5.442, 0.978, -2.647], [-4.411, -1.180, -3.158], [-2.530, -2.041, -1.798], [-0.426, -2.327, 0.166]], "mulliken_charge": [-0.87, 0.17, -1.29, -0.39, -0.26, 0.42, -0.28, -0.59, -0.45, -0.74, -0.17, 1.29, -0.74, -0.73, -0.06, -0.23, -1.82, -0.19, -0.44, 0.30, -1.14, -0.38, -0.93, -0.02, 0.30, 0.78, 0.23, 0.35, 0.33, 0.24, 0.48, 0.33, 0.33, 0.56, 0.41, 0.36, 0.47, 0.40, 0.43, 0.54, 0.49, 0.49, 0.42, 0.41, 0.50, 0.73], "smiles": "CN(CCOc1ccccc1)S(=O)(=O)c1ccc2oc3ccccc3c2c1", "total_energy_ev": -42600.4453, "charge": 0, "homo_ha": -0.310, "mol_weight_g_mol": 381.453, "de_lowest_kj_mol": 5.4}

{"formula": "C21H20BCl2N10S2V", "method": "ωB97M-V/def2-TZVPD", "species": ["V", "N", "C", "S", "N", "N", "C", "C", "C", "C", "C", "C", "C", "C", "C", "C", "C", "C", "N", "H", "H", "H", "H", "H", "H", "H", "H", "H", "H", "H", "Cl", "C", "C", "C", "C", "C", "Cl", "C", "S", "H", "H", "H", "N", "N", "N", "C", "N", "N", "H", "H", "H", "B", "C", "N", "H", "H", "H"], "positions_angstrom": [[-0.033, 0.012, 0.281], [0.884, -2.173, 3.935], [0.664, -1.736, 2.685], [-0.812, -0.907, 2.335], [1.578, -2.051, 1.777], [1.264, -1.558, 0.563], [2.008, -1.897, -0.441], [3.240, -2.710, -0.316], [4.298, -2.230, 0.452], [5.491, -2.932, 0.504], [5.633, -4.123, -0.200], [4.568, -4.624, -0.934], [3.375, -3.916, -0.997], [1.571, -1.311, -1.716], [2.154, -1.553, -2.950], [1.628, -0.937, -4.073], [0.539, -0.090, -3.943], [0.026, 0.127, -2.684], [0.527, -0.469, -1.594], [0.371, -1.731, 4.678], [1.804, -2.526, 4.143], [4.177, -1.306, 1.005], [6.316, -2.548, 1.091], [6.571, -4.662, -0.169], [4.666, -5.563, -1.464], [2.536, -4.310, -1.560], [3.004, -2.219, -3.011], [2.069, -1.111, -5.047], [0.101, 0.403, -4.798], [-0.792, 0.814, -2.519], [-2.200, -0.987, -0.635], [-3.453, 0.168, -0.243], [-4.761, -0.180, -0.519], [-5.770, 0.699, -0.172], [-5.457, 1.887, 0.470], [-4.136, 2.216, 0.718], [-3.800, 3.707, 1.531], [-3.074, 1.379, 0.337], [-1.402, 1.868, 0.544], [-4.985, -1.127, -0.993], [-6.800, 0.452, -0.391], [-6.238, 2.563, 0.788], [1.917, 5.456, -0.428], [2.105, 4.134, -0.779], [3.242, 3.516, -0.581], [2.929, 2.293, -0.986], [1.660, 2.199, -1.409], [1.147, 3.406, -1.275], [2.700, 6.007, -0.749], [1.023, 5.759, -0.790], [3.621, 1.468, -0.972], [2.393, 1.939, 3.506], [1.824, 1.426, 2.145], [1.327, 0.982, 1.196], [3.432, 1.350, 3.732], [2.537, 3.141, 3.472], [1.513, 1.601, 4.282]], "mulliken_spin": [2.06, -0.01, 0.01, -0.06, -0.03, -0.05, 0.06, 0.00, 0.00, 0.00, 0.00, 0.00, 0.01, -0.02, 0.00, 0.01, 0.00, 0.01, -0.03, 0.00, 0.00, 0.00, 0.00, 0.00, 0.00, 0.00, 0.00, 0.00, 0.00, 0.00, -0.01, -0.01, 0.00, 0.00, 0.00, 0.00, 0.00, 0.01, -0.03, 0.00, 0.00, 0.00, 0.00, 0.00, 0.00, 0.01, 0.00, 0.00, 0.00, 0.00, 0.00, 0.00, 0.10, -0.07, 0.01, 0.00, 0.00], "total_energy_ev": -110081.8202, "charge": 0, "homo_ha": [-0.281, -0.292], "spin_multiplicity": 3, "mol_weight_g_mol": 609.257, "de_lowest_kj_mol": 75.1}

{"formula": "C21H20BrN5O3", "method": "ωB97M-V/def2-TZVPD", "species": ["C", "O", "C", "C", "C", "N", "C", "N", "C", "C", "C", "C", "N", "C", "C", "C", "C", "C", "C", "Br", "C", "N", "N", "C", "C", "O", "C", "C", "O", "C", "H", "H", "H", "H", "H", "H", "H", "H", "H", "H", "H", "H", "H", "H", "H", "H", "H", "H", "H", "H"], "positions_angstrom": [[-0.691, 6.112, 2.069], [0.661, 5.675, 2.461], [1.123, 4.438, 2.128], [0.607, 3.498, 1.155], [1.272, 2.205, 0.962], [0.656, 1.364, 0.165], [0.433, 0.021, 0.554], [0.911, -0.623, 1.614], [0.948, -1.971, 1.647], [0.356, -2.775, 0.534], [0.048, -4.077, 0.235], [0.299, -5.211, 1.234], [-0.737, -4.066, -0.959], [-0.778, -2.865, -1.363], [-1.610, -2.666, -2.516], [-2.315, -3.743, -3.073], [-3.171, -3.595, -4.158], [-3.369, -2.266, -4.685], [-2.598, -1.183, -4.261], [-2.890, 0.570, -4.899], [-1.828, -1.468, -3.188], [0.003, -2.038, -0.566], [-0.009, -0.687, -0.477], [2.471, 1.861, 1.558], [3.064, 2.891, 2.360], [4.317, 2.557, 2.851], [5.425, 3.395, 2.475], [2.369, 4.078, 2.678], [2.843, 4.932, 3.598], [2.664, 4.369, 4.961], [-1.570, 5.532, 2.602], [-0.769, 7.173, 2.318], [-0.634, 6.140, 0.990], [-0.291, 3.622, 0.557], [0.022, 1.583, -0.620], [1.352, -2.280, 2.626], [1.448, -5.376, 1.067], [0.160, -4.985, 2.197], [-0.343, -6.110, 0.890], [-2.198, -4.768, -2.695], [-3.683, -4.362, -4.601], [-4.075, -2.117, -5.502], [-1.168, -0.710, -2.872], [2.821, 0.963, 1.183], [5.323, 3.917, 1.501], [5.471, 4.240, 3.219], [6.261, 2.662, 2.414], [3.348, 3.548, 5.215], [1.700, 3.943, 5.107], [2.807, 5.114, 5.768]], "mulliken_charge": [-0.80, -0.38, 0.15, -0.58, 0.29, -0.12, 0.19, -0.52, -0.48, 0.34, 0.44, -1.35, -0.50, -0.17, 0.46, 0.00, -0.98, -0.02, -0.69, -0.17, 0.30, 0.58, -0.79, -0.51, 0.15, -0.47, -0.70, 0.70, -0.51, -0.82, 0.25, 0.27, 0.36, 0.32, 0.31, 0.41, 0.26, 0.46, 0.27, 0.36, 0.48, 0.37, 0.46, 0.65, 0.31, 0.23, 0.27, 0.29, 0.34, 0.29], "smiles": "COc1cc(Nc2ncc3c(C)nc(-c4cccc(Br)c4)n3n2)cc(OC)c1OC", "total_energy_ev": -105730.8687, "charge": 0, "homo_ha": -0.276, "mol_weight_g_mol": 470.327}

{"formula": "C21H20ClNO4S", "method": "ωB97M-V/def2-TZVPD", "species": ["C", "H", "O", "C", "C", "C", "C", "C", "C", "S", "O", "C", "C", "C", "C", "C", "C", "O", "N", "H", "C", "H", "H", "C", "C", "C", "C", "C", "C", "C", "H", "H", "Cl", "H", "H", "H", "H", "O", "H", "H", "H", "H", "H", "H", "H", "H", "H", "H"], "positions_angstrom": [[-1.901, 0.804, 5.949], [-2.489, -0.106, 5.790], [-0.882, 0.935, 4.986], [-1.237, 1.047, 3.677], [-2.534, 1.017, 3.179], [-2.752, 1.121, 1.813], [-1.699, 1.268, 0.929], [-0.405, 1.307, 1.422], [-0.182, 1.183, 2.775], [1.520, 1.195, 3.411], [2.360, 1.307, 2.219], [1.550, -0.650, 3.879], [0.690, -1.409, 2.965], [-0.506, -2.053, 3.151], [-0.951, -2.441, 1.871], [-0.002, -2.001, 0.985], [0.021, -2.016, -0.486], [-0.846, -2.546, -1.155], [1.094, -1.372, -1.007], [1.716, -0.888, -0.377], [1.232, -1.126, -2.418], [0.588, -1.845, -2.931], [2.270, -1.295, -2.718], [0.807, 0.306, -2.788], [0.931, 0.519, -4.268], [2.057, 1.123, -4.811], [2.187, 1.288, -6.178], [1.178, 0.838, -7.014], [0.048, 0.228, -6.494], [-0.067, 0.072, -5.125], [-0.946, -0.404, -4.716], [-0.731, -0.119, -7.155], [1.331, 1.042, -8.725], [3.063, 1.762, -6.595], [2.843, 1.476, -4.159], [1.436, 1.018, -2.249], [-0.229, 0.447, -2.474], [0.999, -1.383, 1.656], [-1.849, -2.966, 1.621], [-0.994, -2.230, 4.088], [1.211, -0.720, 4.907], [2.602, -0.914, 3.787], [0.451, 1.422, 0.774], [-1.882, 1.349, -0.130], [-3.765, 1.086, 1.442], [-3.378, 0.907, 3.841], [-1.392, 0.742, 6.910], [-2.567, 1.672, 5.948]], "mulliken_charge": [-0.99, 0.37, -0.31, 0.62, -0.49, -0.78, -0.62, -0.39, 0.35, 0.29, -0.64, -1.04, 0.48, -0.48, -0.89, 0.81, 0.03, -0.71, -0.05, 0.30, -0.88, 0.42, 0.29, -0.36, 0.10, -0.26, -0.74, 0.39, -0.79, -0.20, 0.41, 0.41, -0.22, 0.40, 0.38, 0.42, 0.10, -0.27, 0.55, 0.58, 0.42, 0.50, 0.62, 0.43, 0.39, 0.42, 0.26, 0.37], "total_energy_ev": -55138.7239, "charge": 0, "homo_ha": -0.310, "mol_weight_g_mol": 417.914, "de_lowest_kj_mol": 184.6}

Q: What is the formula in the fifth record?
A: C21H20BrN5O3